Record 1
Molecular formula: C5H10O
Method: DFT, the ωB97M-V functional and the def2-TZVPD basis

The geometry in XYZ format:
```
16
Properties=species:S:1:pos:R:3:forces:R:3
C 1.726 0.497 0.675 0.0141 -0.0162 0.0746
C 0.912 0.230 -0.591 -0.0168 0.0125 -0.0496
C -0.547 -0.108 -0.333 0.1875 -0.1001 0.0461
C -0.883 -1.539 0.042 0.0255 0.0139 -0.0199
C -1.472 0.955 0.067 -0.0575 0.1633 0.2713
O -1.455 0.482 -1.270 -0.0857 -0.0552 -0.2576
H 1.686 -0.348 1.371 -0.0086 0.1021 -0.0879
H 1.356 1.386 1.199 0.0252 -0.1711 -0.0582
H 2.779 0.673 0.429 -0.1647 -0.0362 0.0312
H 1.363 -0.596 -1.158 -0.0690 0.1432 0.0663
H 0.938 1.113 -1.241 -0.0317 -0.1259 0.1058
H -1.922 -1.746 -0.234 0.1487 0.0528 0.1284
H -0.242 -2.249 -0.494 -0.0970 0.1329 0.0744
H -0.763 -1.710 1.118 0.0328 0.0186 -0.1696
H -1.117 1.975 0.216 0.0379 -0.1234 -0.0858
H -2.360 0.700 0.642 0.0594 -0.0110 -0.0697
```
Positions in Å, forces in eV/Å.

Properties
SMILES string = CC[C@@]1(C)CO1
Total energy = -271.71110 hartree
Energy above the lowest of the compared OMol25 structures with the same formula, charge and spin = 1.130 eV
Kohn-Sham gap = 11.091 eV

Record 2
Molecular formula: C5H10O
Method: DFT, the ωB97M-V functional and the def2-TZVPD basis

The geometry in XYZ format:
```
16
Properties=species:S:1:pos:R:3:forces:R:3
C -0.665 1.339 -0.881 0.0962 0.0416 -0.0125
C -0.472 0.143 0.053 0.1928 -0.0157 -0.0089
C -1.504 -0.947 -0.304 0.0927 -0.0220 0.0095
C 0.902 -0.524 0.010 0.9948 1.6285 0.7360
C 1.998 -0.260 1.158 -0.2236 0.0421 1.2405
O 1.137 -1.343 1.129 0.2696 -0.6154 -0.0567
H -0.056 2.204 -0.599 0.0148 -0.1523 -0.0277
H -1.715 1.658 -0.854 0.2215 -0.0646 0.0158
H -0.434 1.076 -1.920 0.0175 0.0016 0.1627
H -0.653 0.464 1.093 0.0243 -0.0499 -0.1769
H -2.531 -0.566 -0.232 0.2499 -0.0133 0.0262
H -1.413 -1.819 0.351 0.0137 0.1490 -0.0682
H -1.336 -1.282 -1.335 -0.0527 0.0387 0.1394
H 1.846 -0.170 -0.458 -0.9825 -1.3806 -2.3616
H 3.044 -0.599 1.039 -0.4680 0.6115 -0.3090
H 1.851 0.626 1.752 -0.4610 -0.1991 0.6914
```
Positions in Å, forces in eV/Å.

Properties
SMILES string = CC(C)[C@H]1CO1
Total energy = -271.62002 hartree
Energy above the lowest of the compared OMol25 structures with the same formula, charge and spin = 3.608 eV
Kohn-Sham gap = 9.742 eV

Record 3
Molecular formula: C5H10O
Method: DFT, the ωB97M-V functional and the def2-TZVPD basis

The geometry in XYZ format:
```
16
Properties=species:S:1:pos:R:3:forces:R:3
C 1.497 -1.694 -1.047 0.0203 -0.0730 0.0594
C 0.563 -0.478 -0.872 -0.1237 0.1679 0.0064
C 0.071 -0.396 0.545 0.2143 -0.2018 -0.0144
C -0.978 1.894 0.378 -0.1339 0.0553 -0.0471
C -1.752 1.365 1.402 0.1412 -0.0798 -0.0177
O -1.790 0.135 1.652 0.0621 0.1271 -0.1143
H 1.837 -1.751 -2.087 -0.0850 0.0626 0.1594
H 2.388 -1.624 -0.415 -0.1573 0.0351 -0.0363
H 0.991 -2.638 -0.817 0.0172 0.1641 0.0162
H 1.086 0.440 -1.153 -0.0936 -0.0838 0.0432
H -0.283 -0.601 -1.557 0.0704 0.0461 0.0864
H -0.412 -1.296 0.903 0.0161 0.1254 -0.0609
H 0.689 0.110 1.275 -0.1217 -0.0040 -0.0707
H -1.060 1.388 -0.578 0.0082 -0.0342 0.1007
H -0.816 2.969 0.323 0.0762 -0.1588 -0.0040
H -2.361 2.035 2.037 0.0893 -0.1481 -0.1064
```
Positions in Å, forces in eV/Å.

Properties
Total energy = -271.58664 hartree
Energy above the lowest of the compared OMol25 structures with the same formula, charge and spin = 4.516 eV
Kohn-Sham gap (spin up / spin down) = 7.285 / 7.326 eV

Record 4
Molecular formula: C5H10O
Method: DFT, the ωB97M-V functional and the def2-TZVPD basis

The geometry in XYZ format:
```
16
Properties=species:S:1:pos:R:3:forces:R:3
C -0.726 1.465 -1.336 0.0541 -0.1886 -0.1002
C -0.454 0.915 -0.144 0.1054 -0.0807 -0.3901
O -1.264 1.285 0.889 -0.0996 -0.1401 -0.0483
C 0.581 -0.158 0.138 0.0548 0.0806 -0.0797
C 0.285 -1.370 -0.767 0.0428 -0.0644 -0.0530
C 0.688 -0.596 1.603 -0.0115 0.0615 0.0267
H -0.035 1.543 -2.163 -0.0854 -0.5580 -0.0672
H -1.760 1.769 -1.491 0.3131 0.6766 -0.0185
H -1.650 2.089 0.506 -0.3430 -0.1703 0.7214
H 1.547 0.256 -0.176 -0.0472 -0.0404 0.0462
H 0.233 -1.068 -1.816 0.0312 -0.0559 0.1686
H -0.674 -1.836 -0.508 0.1490 0.1480 0.0219
H 1.067 -2.130 -0.662 -0.0758 0.0977 0.0271
H -0.233 -1.082 1.947 0.0983 0.1377 -0.1101
H 0.894 0.243 2.272 -0.0379 -0.0723 -0.0946
H 1.501 -1.325 1.708 -0.1483 0.1686 -0.0504
```
Positions in Å, forces in eV/Å.

Properties
SMILES string = C=C(O)C(C)C
Total energy = -271.71254 hartree
Energy above the lowest of the compared OMol25 structures with the same formula, charge and spin = 1.091 eV
Kohn-Sham gap = 9.517 eV

Record 5
Molecular formula: C5H10O
Method: DFT, the ωB97M-V functional and the def2-TZVPD basis

The geometry in XYZ format:
```
16
Properties=species:S:1:pos:R:3:forces:R:3
C 0.570 1.477 -2.270 -0.0541 -0.1959 0.8310
C -0.657 1.537 -1.747 -0.6685 -0.2752 -0.5166
C -1.523 2.748 -1.527 0.8431 0.5350 0.6135
H 0.852 0.606 -2.845 0.4574 -0.4718 0.7051
H 1.345 2.180 -1.982 -0.2339 0.7076 -1.1077
H -1.179 0.604 -1.544 -0.2218 -0.1557 -0.8870
H -1.288 3.526 -2.249 0.3232 0.0979 0.0129
H -1.368 3.172 -0.529 -0.4166 0.0302 -0.0268
H -2.572 2.534 -1.718 -0.0233 -0.2976 0.3919
C -0.411 -2.662 2.008 0.2978 0.3756 -0.1296
C 0.464 -1.679 2.154 0.8067 -0.6783 0.5739
O 1.646 -1.573 1.452 -0.0405 0.3833 -0.1495
H -1.216 -2.761 2.714 -0.2375 -0.0224 -0.0636
H -0.255 -3.393 1.230 -0.2334 -0.1014 -0.0930
H 0.503 -1.043 3.031 -0.3849 0.2254 -0.1207
H 1.515 -1.444 0.508 -0.2138 -0.1567 -0.0336
```
Positions in Å, forces in eV/Å.

Properties
SMILES string = C=CC.C=CO
Total energy = -271.64975 hartree
Energy above the lowest of the compared OMol25 structures with the same formula, charge and spin = 2.799 eV
Kohn-Sham gap = 9.950 eV

Record 6
Molecular formula: C5H10O
Method: DFT, the ωB97M-V functional and the def2-TZVPD basis

The geometry in XYZ format:
```
16
Properties=species:S:1:pos:R:3:forces:R:3
C -0.126 1.342 -1.150 -0.0069 0.1415 -0.1864
C -1.187 0.494 -0.441 -0.0669 -0.0388 0.0289
C -0.573 0.224 0.909 0.1533 0.2962 -0.1381
O -0.531 -1.027 1.577 -0.1527 -0.0455 0.1720
C 0.662 -0.553 0.944 0.2886 -0.0572 0.0056
C 1.127 -1.486 -0.145 0.0331 -0.0598 -0.0116
H 0.099 2.230 -0.544 -0.0948 -0.0834 -0.2007
H -0.447 1.666 -2.139 -0.0312 0.0948 -0.0267
H 0.819 0.795 -1.259 -0.3130 0.0863 -0.0460
H -2.123 1.059 -0.359 0.0969 -0.1644 0.0352
H -1.406 -0.436 -0.977 0.0832 0.1881 0.0853
H -0.653 1.055 1.616 0.0874 -0.0395 -0.1966
H 1.460 -0.146 1.567 -0.1556 -0.4276 0.3351
H 0.320 -1.751 -0.834 0.1155 0.0920 0.1314
H 1.439 -2.403 0.362 0.0673 -0.0274 -0.1698
H 1.976 -1.110 -0.725 -0.1041 0.0447 0.1824
```
Positions in Å, forces in eV/Å.

Properties
SMILES string = CC[C@H]1O[C@H]1C
Total energy = -271.70123 hartree
Energy above the lowest of the compared OMol25 structures with the same formula, charge and spin = 1.398 eV
Kohn-Sham gap = 11.210 eV

Record 7
Molecular formula: C5H10O
Method: DFT, the ωB97M-V functional and the def2-TZVPD basis

The geometry in XYZ format:
```
16
Properties=species:S:1:pos:R:3:forces:R:3
C 2.869 -0.339 -0.099 0.3360 0.0639 0.0307
O 1.548 -0.905 -0.116 -0.3046 0.2890 -0.1983
C 0.638 -0.132 -0.652 -0.0230 -0.5337 0.2001
C -1.730 1.359 0.259 -0.0273 0.0543 -0.0287
C -0.682 -0.851 -0.531 0.0133 0.0822 -0.0701
C -1.535 -0.132 0.536 -0.0589 0.0141 0.0951
H 3.492 -1.008 0.498 -0.0873 0.0860 -0.0825
H 3.246 -0.275 -1.121 -0.0374 -0.0183 0.1462
H 2.832 0.657 0.345 0.0132 -0.1551 -0.0688
H -2.164 1.514 -0.736 0.0400 -0.0151 0.1376
H -2.402 1.811 0.997 0.0928 -0.0810 -0.1044
H -0.776 1.893 0.280 -0.1775 -0.0616 0.0085
H -1.193 -0.772 -1.500 0.0789 0.0326 0.1340
H -0.570 -1.914 -0.271 0.0377 0.1582 -0.0344
H -1.063 -0.272 1.517 -0.0546 0.0355 -0.1396
H -2.510 -0.631 0.593 0.1586 0.0490 -0.0255
```
Positions in Å, forces in eV/Å.

Properties
Total energy = -271.64435 hartree
Energy above the lowest of the compared OMol25 structures with the same formula, charge and spin = 2.946 eV
Kohn-Sham gap = 9.267 eV